[1]
Formula: C11H21CaF11GeN3O7S2SeTe
Source: OMol25
Level of theory: ωB97M-V/def2-TZVPD

Last column: Löwdin charge in e.
Element x y z (Å)
Ca -0.57471 1.01711 0.00722  1.08
C 2.91498 -3.38530 0.57340  -0.01
C 2.15383 -2.09468 0.53794  -0.31
N 0.95310 -1.96293 0.93355  -0.05
O 0.28104 -3.08511 1.38787  -0.02
C 2.74452 -0.86700 -0.00532  -0.30
C 4.20737 -0.56412 0.12248  -0.01
N 1.92283 -0.07555 -0.58760  -0.06
O 2.43428 1.05270 -1.11325  -0.33
H 2.24714 -4.18674 0.26171  0.08
H 3.21885 -3.59776 1.59754  0.09
H 3.78968 -3.36039 -0.06703  0.08
H -0.62847 -2.75900 1.46937  0.09
H 4.71831 -1.23308 0.80849  0.08
H 4.28842 0.46372 0.47475  0.08
H 4.67226 -0.59580 -0.86283  0.10
F -4.25726 3.75927 1.13806  0.14
C -4.10639 2.96574 0.06676  -0.64
F -3.55879 3.70053 -0.89457  0.16
F -5.33123 2.60623 -0.32702  0.14
S -3.03630 1.49036 0.47286  0.56
O -1.88329 2.11211 1.06358  -0.44
O -3.77270 0.68982 1.39402  -0.23
N -2.82057 0.89098 -0.94024  -0.29
S -2.42447 -0.62608 -0.77682  0.62
O -1.45518 -0.77891 0.28115  -0.45
O -3.57701 -1.45079 -0.61416  -0.24
C -1.83924 -1.40920 -2.40129  -0.62
F -1.92075 -2.71995 -2.08990  0.11
F -2.84313 -1.12710 -3.23653  0.14
F -0.71106 -1.30540 -3.07855  0.16
F 2.40888 2.97950 -2.71117  -0.39
Te 0.94748 1.72282 -2.29833  1.92
F 1.89447 0.38723 -3.42622  -0.42
F 0.42870 2.11937 -4.14893  -0.42
F 0.67106 2.46620 -0.15406  -0.60
F 0.02385 3.47330 -2.22490  -0.42
O -0.42190 0.71286 -1.90253  -0.74
C -0.62082 4.24116 3.11454  -0.20
Ge 1.31380 3.82799 3.12042  0.82
C 2.26941 4.50325 1.53014  -0.20
C 2.13224 4.66350 4.76306  -0.23
C 1.69312 1.87702 3.41115  -0.54
Se 0.66435 0.51859 2.38384  0.96
C -0.90029 0.50748 3.54943  -0.35
H -0.77520 5.30424 2.95522  0.02
H -1.09675 3.96263 4.05096  0.02
H -1.08431 3.70081 2.29527  -0.02
H 2.07483 5.56295 1.39239  0.02
H 1.92603 3.97940 0.64637  -0.01
H 3.34066 4.35226 1.62733  0.02
H 2.04244 5.74463 4.72339  0.00
H 3.18725 4.41607 4.83066  0.00
H 1.64004 4.31630 5.66631  0.00
H 1.60156 1.60772 4.46670  0.01
H 2.73107 1.69523 3.12012  0.00
H -1.32965 1.50421 3.59815  0.01
H -0.61958 0.15357 4.54324  0.03
H -1.61464 -0.16946 3.08688  0.02

As for the net charge: -1. For the highest occupied orbital energy, the calculation gives -6.0 eV. As for the frontier orbital gap: 8.1 eV. The total energy is -229704.780 eV. The value obtained for the LUMO energy is 2.1 eV.

[2]
Formula: C11H21F3IMnO4P2
Source: OMol25
Level of theory: ωB97M-V/def2-TZVPD

Last column: Löwdin charge in e.
Element x y z (Å)
C 1.58473 -2.22808 -3.59967  -0.10
C 1.02662 -1.78340 -2.28970  -0.87
H 0.92691 -2.75677 -4.27603  0.11
H 2.45783 -2.85305 -3.44250  0.09
H 1.90765 -1.31431 -4.10750  0.09
O -0.08635 -1.83368 -1.82818  -0.03
I 2.53726 -0.75497 -1.30650  1.19
Mn -0.16633 0.21610 0.69807  0.62
P -0.28851 1.70512 -1.52251  0.81
C -1.89043 2.54882 -1.37009  -0.24
C 0.90125 3.05294 -1.16699  -0.23
H 0.77606 3.90735 -1.84781  0.08
H -0.42975 2.33158 -3.88875  0.08
H 1.91548 2.64792 -1.27341  0.04
H 0.94582 1.24835 -3.59212  0.04
H -2.02959 2.90637 -0.34186  0.05
H 0.77162 3.38208 -0.12636  0.05
C -0.09412 1.45312 -3.32380  -0.23
H -1.97686 3.38856 -2.06956  0.08
H -0.68882 0.59214 -3.64099  0.05
H -2.68198 1.82152 -1.57962  0.05
P 0.57466 -1.97555 1.36206  0.79
C -0.86724 -2.66894 2.21337  -0.21
C 1.37649 -3.39873 0.59147  -0.25
H 2.64703 -1.02300 2.19654  0.05
H 2.04438 -2.32761 3.26446  0.09
H 1.28285 -0.70146 3.30593  0.05
C 1.74982 -1.45871 2.66044  -0.21
H 2.36121 -3.13383 0.18945  0.01
H 1.50193 -4.18629 1.34350  0.09
H -0.56983 -3.57372 2.74833  0.08
H -1.62126 -2.91428 1.45765  0.06
H 0.77394 -3.78749 -0.23393  0.06
H -1.27801 -1.92235 2.89716  0.05
C -1.92615 -0.24347 0.38567  -0.07
O -3.08289 -0.26552 0.59145  0.25
F -1.19517 3.40505 4.13633  0.16
C -1.89231 2.71338 3.19320  -0.47
F -3.06365 2.29052 3.76095  0.15
F -2.22778 3.53990 2.18112  0.15
C -0.91378 1.57747 2.69313  -0.50
O -0.88476 0.43043 3.24266  0.03
O -0.20799 1.94651 1.71493  -0.08

As for the net charge: +2. For the highest occupied orbital energy (alpha / beta), the calculation gives -16.0 / -16.9 eV. As for the frontier orbital gap (alpha / beta): 5.0 / 7.6 eV. The total energy is -86072.044 eV. The value obtained for the LUMO energy (alpha / beta) is -10.9 / -9.3 eV. As for the multiplicity: 5.

[3]
Formula: C11H21F9O2P2Ti
Source: OMol25
Level of theory: ωB97M-V/def2-TZVPD

Last column: Löwdin charge in e.
Element x y z (Å)
Ti 1.86099 0.70765 0.49985  0.66
H -2.02718 -1.47890 -1.77670  0.08
H -2.35214 1.93411 -2.04181  -0.03
P -0.96055 -2.45497 -1.61296  0.95
P -1.00463 2.36763 -1.62109  0.73
C 0.78391 2.27695 -0.78975  -0.35
H 1.36198 3.22122 -0.78423  0.07
H 0.49730 2.01633 0.31569  0.02
H 1.23603 1.47215 -1.48941  0.00
C -0.49096 3.09610 -3.19309  -0.27
H -1.23669 2.96311 -3.96997  0.04
H -0.29342 4.14453 -3.01621  0.05
H 0.40463 2.55609 -3.49919  0.04
C -1.60306 3.67797 -0.50576  -0.26
H -1.38456 3.36506 0.52075  0.03
H -1.10335 4.59439 -0.79930  0.05
H -2.68671 3.78680 -0.56633  0.05
C -0.36336 -2.99471 -3.24449  -0.20
H -0.17158 -4.06889 -3.20920  0.07
H -1.11903 -2.74266 -3.98194  0.05
H 0.56468 -2.45604 -3.48614  0.07
C 0.61555 -2.39320 -0.64634  -0.23
H 0.52180 -2.28085 0.44476  0.03
H 1.17698 -3.33850 -0.77605  0.09
H 1.32003 -1.60714 -0.99349  -0.02
C -1.69635 -3.79676 -0.65147  -0.22
H -2.75365 -3.81572 -0.89649  0.05
H -1.19169 -4.72966 -0.89825  0.07
H -1.58779 -3.54954 0.41199  0.06
C 3.73676 0.16243 0.44756  -0.18
O 4.82370 -0.29231 0.49902  0.06
H 1.71659 0.00487 -0.99840  -0.03
F -1.75528 1.18754 2.29324  0.14
C -1.28318 0.03873 2.86803  -0.48
F -1.68728 0.00942 4.15812  0.18
F -1.83310 -1.01531 2.21149  0.15
C 0.26224 -0.03001 2.71867  -0.24
O 0.43132 -0.16820 1.33276  -0.25
C 1.02179 1.22963 3.20949  -0.42
F 1.20258 1.33030 4.53110  0.21
F 2.32097 1.16121 2.61590  0.03
F 0.46540 2.39111 2.74718  0.15
C 0.90433 -1.31467 3.30023  -0.48
F 0.83668 -1.42969 4.64278  0.18
F 0.29043 -2.39399 2.74525  0.15
F 2.22887 -1.34362 2.93421  0.14

As for the net charge: +1. For the highest occupied orbital energy (alpha / beta), the calculation gives -9.5 / -9.5 eV. As for the frontier orbital gap (alpha / beta): 6.5 / 6.3 eV. The total energy is -81981.589 eV. The value obtained for the LUMO energy (alpha / beta) is -3.0 / -3.2 eV. As for the multiplicity: 2.

Maximum force list, top to bottom, in eV Å⁻¹: 9.04; 9.89; 4.62